{
  "formula": "C21H57F6N5O8",
  "method": "ωB97M-V/def2-TZVPD",
  "max_force_ev_per_a": 3.44,
  "e_tot_ha": -2309.07490,
  "e_above_lowest_kcal_mol": 77.52,
  "multiplicity": 1,
  "symbols": ["N", "H", "H", "H", "H", "N", "H", "H", "H", "H", "C", "O", "O", "C", "F", "F", "F", "C", "C", "H", "H", "H", "H", "H", "H", "C", "O", "O", "C", "F", "F", "F", "C", "C", "H", "H", "H", "H", "H", "H", "C", "O", "H", "H", "H", "H", "C", "C", "C", "O", "C", "N", "H", "H", "H", "H", "H", "H", "H", "H", "H", "H", "H", "C", "C", "C", "O", "C", "N", "H", "H", "H", "H", "H", "H", "H", "H", "H", "H", "H", "C", "C", "C", "O", "C", "N", "H", "H", "H", "H", "H", "H", "H", "H", "H", "H", "H"],
  "positions_angstrom": [[-4.4441, 0.8964, 0.1928], [-4.8760, 1.7179, -0.2056], [-5.0957, 0.1277, 0.2612], [-3.9388, 1.1070, 1.0416], [-3.7241, 0.5572, -0.4290], [-0.4055, -0.0582, 0.7315], [-0.9558, 0.2717, 1.5115], [-1.0353, -0.1964, -0.0459], [0.0550, -0.9264, 0.9645], [0.1949, 0.6802, 0.3933], [-3.0735, 1.6174, 3.6031], [-4.4254, 1.9568, 3.2677], [-2.5251, 1.3186, 2.3454], [-2.3930, 2.5630, 4.6323], [-1.1216, 2.2118, 4.8452], [-2.3370, 3.8362, 4.2556], [-3.0112, 2.5710, 5.8588], [-5.4063, 2.1808, 4.3271], [-6.7179, 1.9406, 3.6160], [-7.6276, 2.0832, 4.1992], [-6.8498, 2.6004, 2.7584], [-6.7232, 0.9020, 3.2853], [-5.2761, 3.1485, 4.8114], [-5.2955, 1.4342, 5.1135], [-3.1149, 0.6761, 4.1511], [-2.2600, -0.8175, -2.7097], [-0.8232, -0.7662, -2.9125], [-2.5014, -0.5832, -1.3564], [-3.0901, 0.0704, -3.7762], [-2.6790, 1.3312, -3.7316], [-2.9796, -0.3483, -5.0301], [-4.3971, 0.2029, -3.5375], [-0.2260, -1.2687, -4.0874], [1.2958, -1.0802, -4.1884], [1.7449, -1.4884, -3.2830], [1.6414, -1.5348, -5.1168], [1.4736, -0.0078, -4.1080], [-0.7021, -0.9088, -4.9994], [-0.3682, -2.3489, -4.1209], [-2.4881, -1.8471, -2.9854], [-0.6612, -1.4270, 4.2919], [0.2824, -2.4410, 4.1225], [-1.4938, -1.6742, 4.9504], [-0.2578, -0.5740, 4.8376], [-1.2325, -1.2619, 3.3784], [0.7957, -2.6425, 4.9084], [3.6698, -0.6560, -0.0695], [4.7589, 0.3501, -0.3179], [5.0466, 0.6760, -1.7823], [5.6736, -0.4513, -2.4335], [6.0813, -0.0915, -3.7574], [4.4612, 1.5400, 0.4173], [3.5937, -0.8235, 1.0048], [3.8808, -1.5642, -0.6342], [2.6607, -0.4244, -0.4105], [5.6952, -0.0488, 0.0722], [5.7002, 1.5482, -1.7980], [4.1352, 0.9327, -2.3222], [5.2960, 0.0036, -4.5072], [6.7377, -0.9110, -4.0500], [6.5608, 0.8859, -3.7046], [5.3374, 1.9818, 0.6562], [4.0693, 2.1844, -0.2545], [-0.3834, 2.6128, -1.3660], [1.0799, 2.3720, -1.2017], [1.9330, 3.6771, -1.4497], [3.3320, 3.3585, -1.3807], [4.1105, 4.4589, -1.6723], [1.3465, 1.9207, 0.1465], [-0.9639, 1.7138, -1.1586], [-0.7044, 2.9277, -2.3590], [-0.6144, 3.4262, -0.6781], [1.2618, 1.5364, -1.8775], [1.6944, 4.4050, -0.6742], [1.6817, 4.0464, -2.4440], [5.1673, 4.2747, -1.8654], [4.0336, 5.0430, -0.7552], [3.8645, 5.0618, -2.5465], [1.2376, 2.7349, 0.7343], [2.3445, 1.7655, 0.1347], [0.4487, -3.1756, -0.9641], [-0.1517, -3.2448, 0.4649], [-0.3270, -4.7030, 0.9592], [-1.5704, -5.2408, 0.5236], [-1.7121, -6.6572, 0.8152], [0.7533, -2.4933, 1.3395], [-0.2981, -3.3699, -1.7340], [1.3249, -3.7901, -1.1711], [0.7983, -2.2024, -1.3087], [-1.1396, -2.7952, 0.5643], [-0.3039, -4.6554, 2.0479], [0.5545, -5.2838, 0.6876], [-1.6619, -6.8907, 1.8787], [-1.0515, -7.2592, 0.1911], [-2.7036, -6.9299, 0.4539], [1.7009, -2.8218, 1.2204], [0.6102, -2.7559, 2.3042]]
}

{
  "formula": "C21H57F6NO14S2V",
  "method": "ωB97M-V/def2-TZVPD",
  "max_force_ev_per_a": 3.63,
  "e_tot_ha": -4281.83785,
  "e_above_lowest_kcal_mol": 3.01,
  "charge": -1,
  "s_squared": 6.0055,
  "multiplicity": 5,
  "symbols": ["V", "C", "O", "H", "H", "H", "C", "F", "F", "F", "S", "O", "O", "N", "S", "O", "O", "C", "F", "F", "F", "C", "C", "O", "H", "H", "H", "H", "H", "H", "C", "C", "O", "H", "H", "H", "H", "H", "H", "C", "C", "O", "H", "H", "H", "H", "H", "H", "C", "C", "O", "H", "H", "H", "H", "H", "H", "C", "C", "O", "H", "H", "H", "H", "H", "H", "C", "C", "O", "H", "H", "H", "H", "H", "H", "C", "C", "O", "H", "H", "H", "H", "H", "H", "C", "C", "O", "H", "H", "H", "H", "H", "H", "C", "C", "O", "H", "H", "H", "H", "H", "H"],
  "positions_angstrom": [[3.0737, -0.2017, -1.3064], [-0.2316, 0.1380, -0.2103], [0.9014, -0.0275, -1.0238], [-0.6894, 1.1265, -0.2490], [-1.0237, -0.5827, -0.4132], [-0.0507, -0.0502, 0.8480], [6.0233, -2.8142, 0.6461], [5.5128, -3.7517, -0.1483], [5.3109, -2.8154, 1.7698], [7.2797, -3.1200, 0.8883], [6.0159, -1.0077, -0.2416], [7.2861, -0.3564, 0.1303], [5.8805, -1.2459, -1.6811], [4.5028, -0.2131, 0.1674], [4.9736, 0.5777, 1.4316], [5.5917, -0.2297, 2.4701], [5.5861, 1.8451, 1.0429], [3.2348, 1.0805, 2.1514], [3.4723, 1.7358, 3.3194], [2.6449, 1.9600, 1.2623], [2.4383, 0.0266, 2.3784], [-2.9493, 0.1141, -3.1364], [-1.6484, -0.5716, -3.5760], [-0.6336, 0.3706, -3.4216], [-2.8971, 0.5597, -2.1430], [-3.7474, -0.6218, -3.0378], [-3.2553, 0.8256, -3.9033], [-1.6812, -0.9311, -4.6045], [-1.3398, -1.4059, -2.9459], [-0.2264, 0.2261, -2.5644], [2.0890, 4.7629, 0.1739], [1.1607, 4.0906, -0.8446], [1.8138, 3.9963, -2.1368], [2.3409, 5.7717, -0.1529], [2.9603, 4.1230, 0.3136], [1.4893, 4.8877, 1.0755], [0.1448, 4.4816, -0.9012], [1.0394, 3.0758, -0.4659], [1.1464, 3.6740, -2.7470], [-2.9947, -3.3794, -1.1122], [-4.4755, -3.7851, -1.0379], [-5.0273, -3.2799, 0.1852], [-2.5654, -3.7965, -2.0231], [-2.4315, -3.8803, -0.3247], [-2.9535, -2.2906, -1.0823], [-4.5128, -4.8614, -1.2063], [-4.9018, -3.4028, -1.9653], [-5.0506, -2.3219, 0.1278], [-2.7646, 3.5339, -0.7713], [-2.7965, 3.6370, 0.8153], [-2.1042, 4.7622, 1.2643], [-3.4540, 2.7496, -1.0839], [-1.7811, 3.3524, -1.2048], [-3.2426, 4.4078, -1.2138], [-2.3265, 2.7425, 1.2241], [-3.7519, 3.5022, 1.3223], [-1.8911, 4.5074, 2.1651], [-1.6650, -2.4271, 2.4963], [-0.2429, -2.4458, 3.0882], [-0.2792, -2.9457, 4.3725], [-2.1098, -3.4215, 2.5348], [-1.7109, -2.1299, 1.4486], [-2.3593, -1.7852, 3.0385], [0.0746, -1.4031, 3.0972], [0.4178, -3.0525, 2.4689], [-0.0179, -3.8655, 4.2870], [1.9559, -0.0122, -5.3956], [2.3317, -1.0052, -4.2814], [3.3606, -0.5254, -3.4721], [1.5892, 0.9426, -5.0190], [1.2067, -0.4042, -6.0835], [2.8304, 0.2595, -5.9869], [2.5272, -2.0109, -4.6533], [1.4594, -1.0964, -3.6342], [4.1040, -0.4254, -4.0712], [-0.3375, 2.1068, 3.4876], [-0.3050, 3.4145, 4.2359], [-1.4474, 4.1366, 3.9394], [-1.2162, 1.5223, 3.7601], [0.5759, 1.5504, 3.6977], [-0.4493, 2.3173, 2.4239], [0.5216, 3.9862, 3.8141], [-0.1358, 3.3023, 5.3069], [-2.2259, 3.7335, 4.3306], [-4.5289, -0.1669, 2.3998], [-4.2073, -0.0113, 0.9001], [-5.1123, -0.6370, 0.0482], [-4.3700, -1.1900, 2.7405], [-5.5342, 0.1879, 2.6274], [-3.9190, 0.5070, 3.0016], [-3.1923, -0.3500, 0.6924], [-4.2066, 1.0431, 0.6238], [-5.8134, -0.0513, -0.2471], [1.1108, -3.5738, -0.4870], [2.5028, -2.9849, -0.1203], [3.1981, -2.4628, -1.2666], [1.2285, -4.5284, -1.0000], [0.4966, -2.8434, -1.0136], [0.5339, -3.8170, 0.4053], [3.0616, -3.7496, 0.4192], [2.4719, -2.1873, 0.6219], [3.3128, -3.2012, -1.8692]]
}